[1]
Below is 9 unconnected molecules or ions with the total composition C59H141N8O10 in a non-equilibrium geometry, with properties calculated with the ωB97M-V functional and the def2-TZVPD basis.

Values from the calculation:
* HOMO-LUMO gap: 1.21 eV
* F_max: 9.7 eV Å⁻¹
* spin multiplicity: 1
* total charge: +7
* calculated total energy: -95783.65959 eV
* lowest unoccupied orbital energy: -12.633 eV

CARTESIAN COORDINATES (ANGSTROEM)
C: 6.6469 -3.9281 -1.6873
C: 6.7430 -2.6984 -2.5201
O: 6.5339 -2.8151 -3.7258
O: 7.0708 -1.6088 -2.0376
H: 6.2828 -4.7271 -2.3332
H: 5.8600 -3.6910 -0.9713
H: 7.6058 -4.1670 -1.2273
C: 13.8968 -15.5079 0.7836
C: 13.6755 -14.7202 -0.5246
C: 12.6465 -15.4903 -1.3921
C: 11.2183 -15.5205 -0.9112
C: 10.6769 -14.0955 -0.9181
C: 11.5255 -13.1119 -0.0352
N: 13.0500 -13.3126 -0.2083
O: 13.9617 -12.4156 0.4130
C: 11.0428 -13.2536 1.4340
C: 11.0372 -11.7560 -0.5012
C: 14.9508 -14.5223 -1.2843
H: 14.2257 -16.5298 0.5950
H: 12.9899 -15.7164 1.3512
H: 14.7264 -15.1382 1.3863
H: 13.0925 -16.4822 -1.4647
H: 12.7034 -15.1302 -2.4194
H: 11.0065 -15.7993 0.1210
H: 10.5733 -16.2195 -1.4436
H: 9.6432 -14.1448 -0.5757
H: 10.6368 -13.7202 -1.9407
H: 11.4058 -12.5238 2.1577
H: 11.3143 -14.2074 1.8866
H: 9.9556 -13.1890 1.4755
H: 11.4108 -11.0128 0.2032
H: 9.9529 -11.6496 -0.5318
H: 11.4198 -11.4974 -1.4885
H: 15.8267 -14.1696 -0.7397
H: 14.8955 -13.8158 -2.1126
H: 15.2564 -15.4668 -1.7345
C: 15.5268 0.3380 -1.9753
C: 15.6225 -1.1075 -2.4759
C: 15.2000 -1.1167 -3.9404
C: 16.2617 -0.4890 -4.9554
C: 17.4717 -1.3209 -4.8098
C: 18.1531 -1.2499 -3.3459
N: 17.0722 -1.5293 -2.3267
O: 17.4993 -1.6958 -0.9958
C: 18.6916 0.2079 -3.0159
C: 19.2511 -2.3625 -3.2906
C: 14.7872 -2.0774 -1.5764
H: 14.4683 0.5921 -2.0292
H: 16.0773 1.0646 -2.5729
H: 15.8346 0.4991 -0.9421
H: 14.1980 -0.7317 -4.1297
H: 15.0489 -2.1554 -4.2341
H: 16.4130 0.5792 -4.7997
H: 15.8540 -0.4790 -5.9662
H: 18.1517 -0.7777 -5.4660
H: 17.3004 -2.3519 -5.1192
H: 18.6186 0.5334 -1.9782
H: 18.1842 0.9707 -3.6065
H: 19.7137 0.2972 -3.3837
H: 19.7437 -2.4950 -2.3274
H: 20.0370 -2.0258 -3.9666
H: 19.0675 -3.3361 -3.7452
H: 15.1984 -3.0811 -1.6846
H: 13.7450 -2.0245 -1.8914
H: 14.6498 -1.9058 -0.5088
C: 1.3815 2.6857 -3.3560
C: 0.0486 2.3540 -2.6688
N: 0.1624 1.3277 -1.5505
C: -1.1694 1.1129 -0.8496
C: 0.5771 -0.0902 -2.1722
C: 0.5138 -1.2763 -1.2220
C: 1.2777 1.7034 -0.5168
C: 0.8927 2.9620 0.4190
O: 1.9887 3.5945 1.0174
C: 2.7969 4.3159 0.1338
H: 1.1648 3.2706 -4.2499
H: 1.9639 1.8744 -3.7926
H: 1.9380 3.3964 -2.7450
H: -0.6123 1.9288 -3.4242
H: -0.4022 3.2199 -2.1840
H: -1.1120 0.3721 -0.0521
H: -1.9507 0.9929 -1.6000
H: -1.3558 2.1115 -0.4544
H: 1.6138 0.0441 -2.4811
H: -0.1322 -0.0735 -2.9997
H: -0.4088 -1.5332 -0.7015
H: 1.3179 -1.2288 -0.4876
H: 0.7977 -2.1625 -1.7896
H: 2.1300 1.9618 -1.1452
H: 1.5173 0.7909 0.0290
H: 0.2204 2.5625 1.1784
H: 0.3481 3.7510 -0.0996
H: 3.2135 3.7380 -0.6912
H: 3.5472 4.8058 0.7543
H: 2.1554 5.0123 -0.4063
C: 2.9350 -10.0492 4.6601
C: 2.4428 -11.5028 4.8675
N: 0.8239 -11.5036 4.9565
C: 0.1055 -10.6768 3.8270
C: 0.2763 -12.9658 4.9477
C: 0.1738 -13.7406 3.5770
C: 0.2398 -10.8635 6.2628
C: 0.7860 -11.3551 7.6811
O: 0.6643 -12.8212 7.8294
C: 0.8651 -13.3375 9.1350
H: 3.9860 -9.9533 4.9326
H: 2.4143 -9.3209 5.2819
H: 2.8728 -9.6730 3.6389
H: 2.9381 -11.9337 5.7376
H: 2.7031 -12.1731 4.0484
H: 0.5225 -10.9384 2.8545
H: 0.2940 -9.6084 3.9323
H: -0.9363 -10.9091 4.0476
H: -0.6153 -12.9609 5.5746
H: 0.9534 -13.4908 5.6215
H: -0.3626 -14.6821 3.6955
H: 1.1051 -13.7936 3.0131
H: -0.4477 -13.1116 2.9397
H: -0.8412 -10.9971 6.2224
H: 0.2793 -9.7758 6.2050
H: 0.3753 -10.8595 8.5607
H: 1.8452 -11.0992 7.7088
H: 1.6433 -12.8298 9.7050
H: 1.1700 -14.3753 9.0006
H: -0.0977 -13.3202 9.6457
C: -0.2254 -1.3337 -11.2533
C: 0.6501 -2.3457 -11.9278
N: -0.2257 -3.3255 -12.8204
C: -0.8096 -2.4513 -13.9685
C: 0.7261 -4.3803 -13.4892
C: 0.2235 -5.0562 -14.8210
C: -1.3830 -4.0427 -12.0454
C: -0.9124 -4.5829 -10.6293
O: 0.3036 -5.2805 -10.6617
C: 0.9772 -5.3963 -9.3972
H: 0.3360 -0.6220 -10.6479
H: -1.0853 -1.6446 -10.6600
H: -0.6842 -0.6566 -11.9738
H: 1.0952 -2.9212 -11.1161
H: 1.4958 -1.9394 -12.4825
H: -1.5149 -2.9348 -14.6445
H: 0.0918 -2.1006 -14.4711
H: -1.3508 -1.5402 -13.7134
H: 0.9663 -5.1834 -12.7924
H: 1.6175 -3.8258 -13.7828
H: 0.9874 -5.6866 -15.2762
H: -0.0734 -4.3073 -15.5553
H: -0.7101 -5.5429 -14.5388
H: -1.6578 -4.8499 -12.7244
H: -2.2431 -3.3734 -12.0249
H: -1.6518 -5.3084 -10.2900
H: -0.8767 -3.8158 -9.8557
H: 1.4012 -4.4423 -9.0841
H: 1.8070 -6.1030 -9.3902
H: 0.3549 -5.7261 -8.5652
C: 8.7119 7.6905 -9.5096
N: 8.1242 7.3387 -8.1066
C: 7.9363 8.6155 -7.2898
C: 6.7216 6.6914 -8.1748
C: 9.2145 6.4481 -7.3505
C: 8.9311 6.1266 -5.8724
O: 7.8156 5.3085 -5.9698
H: 8.1829 8.4149 -10.1289
H: 8.8440 6.7568 -10.0564
H: 9.7403 8.0518 -9.5143
H: 7.3384 9.3203 -7.8676
H: 8.9553 9.0017 -7.2666
H: 7.4017 8.4391 -6.3564
H: 6.1308 7.2185 -8.9240
H: 6.2280 6.6450 -7.2041
H: 6.9762 5.7068 -8.5669
H: 10.0834 7.1062 -7.3480
H: 9.2957 5.5344 -7.9393
H: 8.6757 6.9562 -5.2133
H: 9.8326 5.7280 -5.4069
H: 7.9656 4.4744 -5.5188
C: 11.6232 -3.1206 -12.4767
N: 11.4966 -1.7592 -13.2128
C: 12.8615 -1.3368 -13.8930
C: 10.4495 -1.8312 -14.3676
C: 10.9144 -0.5937 -12.3290
C: 9.7977 -0.9138 -11.3689
O: 10.3407 -1.6832 -10.2734
H: 12.1868 -3.6799 -13.2235
H: 10.6022 -3.4583 -12.2988
H: 12.2577 -3.0206 -11.5960
H: 13.6429 -1.2518 -13.1378
H: 12.8162 -0.3318 -14.3127
H: 13.0939 -2.0864 -14.6494
H: 10.7722 -2.6988 -14.9431
H: 10.3495 -0.9139 -14.9478
H: 9.4596 -1.9532 -13.9280
H: 10.6298 0.1801 -13.0420
H: 11.8168 -0.2543 -11.8204
H: 8.9332 -1.3743 -11.8472
H: 9.3745 0.0315 -11.0292
H: 9.5599 -1.9353 -9.7751
C: 8.9599 0.6910 6.7728
N: 7.5634 0.7649 6.0833
C: 7.6467 1.3536 4.6884
C: 6.9670 -0.5967 5.9216
C: 6.5953 1.6597 6.9080
C: 5.9951 1.0151 8.2364
O: 7.0392 0.3766 8.9251
H: 9.5684 1.4479 6.2779
H: 9.4183 -0.2654 6.5209
H: 9.0467 0.7495 7.8577
H: 8.4019 0.8126 4.1183
H: 7.9297 2.4004 4.7995
H: 6.6763 1.3020 4.1946
H: 6.8804 -1.0370 6.9150
H: 7.7537 -1.1594 5.4191
H: 6.0667 -0.4456 5.3261
H: 5.8168 1.9314 6.1951
H: 7.2595 2.4792 7.1824
H: 5.2302 0.2808 7.9838
H: 5.4759 1.7399 8.8635
H: 7.6747 0.9681 9.3347

Mulliken atomic charge list, values in e, 4 entries: atom 1 (C): -0.63, atom 2 (C): 0.51, atom 3 (O): -0.73, atom 4 (O): -0.76

[2]
Below is 13 unconnected molecules or ions with the total composition C59H154N10O18 in a non-equilibrium geometry, with properties calculated with the ωB97M-V functional and the def2-TZVPD basis.

Values from the calculation:
* HOMO-LUMO gap: 8.72 eV
* F_max: 3.0 eV Å⁻¹
* spin multiplicity: 1
* energy relative to the best compared isomer or geometry (same formula, charge and spin): 0.000 eV
* calculated total energy: -115420.19809 eV
* lowest unoccupied orbital energy: 0.178 eV

CARTESIAN COORDINATES (ANGSTROEM)
C: -2.5411 -7.7224 2.1649
C: -3.2274 -8.1669 0.8395
C: -2.6467 -7.4510 -0.3804
O: -3.0525 -9.5732 0.7136
H: -2.7712 -8.4181 2.9719
H: -2.9137 -6.7386 2.4503
H: -1.4670 -7.7042 1.9803
H: -4.2832 -7.9148 0.9393
H: -2.7983 -6.3716 -0.3667
H: -3.1471 -7.8310 -1.2711
H: -1.6012 -7.7519 -0.4458
H: -3.7402 -9.9795 1.2461
C: 10.1629 3.0557 2.4639
C: 9.2982 4.0433 1.5587
C: 9.1572 5.3613 2.2743
O: 9.9678 4.2518 0.3524
H: 9.5695 2.6626 3.2894
H: 11.0486 3.5680 2.8396
H: 10.5122 2.1687 1.9353
H: 8.3001 3.6349 1.4008
H: 8.6849 5.1442 3.2324
H: 8.5177 6.1143 1.8138
H: 10.1513 5.7788 2.4344
H: 9.5853 3.6952 -0.3299
C: -9.2487 3.2613 -1.8557
C: -9.4804 4.4256 -0.8661
C: -9.3291 5.8204 -1.5010
O: -10.8528 4.3177 -0.6929
H: -8.2201 2.9052 -1.7989
H: -9.4289 3.5117 -2.9011
H: -9.8961 2.3932 -1.7320
H: -8.9414 4.3860 0.0805
H: -9.4675 6.5787 -0.7303
H: -9.9360 6.0892 -2.3656
H: -8.2644 5.9418 -1.7004
H: -11.1739 5.0288 -0.1335
C: -13.5954 -2.8714 -11.9063
O: -13.9673 -2.8888 -10.5854
C: -14.6989 -1.7841 -10.1699
C: -15.0743 -1.8189 -8.6328
N: -13.8443 -1.3670 -7.8428
C: -14.1585 -1.0007 -6.4355
C: -12.8052 -0.6196 -5.7295
O: -11.8210 -1.6330 -5.9376
C: -10.9311 -1.9617 -4.8806
H: -13.0347 -3.7556 -12.2093
H: -12.8202 -2.1360 -12.1217
H: -14.3934 -2.6682 -12.6204
H: -15.5347 -1.6240 -10.8510
H: -14.2200 -0.8230 -10.3575
H: -15.5208 -2.7573 -8.3037
H: -15.8276 -1.0387 -8.5237
H: -13.0557 -1.9933 -7.7672
H: -14.7086 -1.8418 -6.0137
H: -14.7806 -0.1056 -6.4371
H: -12.9465 -0.4458 -4.6627
H: -12.3688 0.2658 -6.1916
H: -11.4711 -2.1183 -3.9468
H: -10.1918 -1.1824 -4.6956
H: -10.3925 -2.8729 -5.1407
C: 2.3322 0.8684 3.9600
O: 1.2643 1.3842 3.1533
C: 0.9820 2.8271 3.2526
C: 2.1256 3.6346 2.5695
N: 2.3563 3.2859 1.1604
C: 3.4631 4.2178 0.8009
C: 3.9122 3.9536 -0.6429
O: 3.5166 4.9701 -1.5784
C: 2.1649 4.8925 -1.9299
H: 2.0833 0.8955 5.0208
H: 3.2279 1.4895 3.9439
H: 2.5975 -0.1465 3.6640
H: 1.0056 3.0996 4.3077
H: -0.0172 3.0437 2.8748
H: 3.0302 3.6039 3.1768
H: 1.7770 4.6673 2.5672
H: 2.7552 2.3581 1.1477
H: 4.3047 4.2319 1.4934
H: 3.0632 5.2286 0.7206
H: 3.5522 2.9672 -0.9354
H: 4.9960 3.8372 -0.6363
H: 1.9570 5.7174 -2.6114
H: 1.5048 5.1056 -1.0891
H: 1.9264 3.8996 -2.3110
C: 13.7078 -4.0576 10.1355
O: 13.0671 -4.4675 8.8849
C: 11.6405 -4.0370 8.8412
C: 11.0776 -4.2124 7.4414
N: 9.7433 -3.6204 7.2752
C: 9.7426 -2.1260 7.1678
C: 8.2770 -1.6131 7.4385
O: 8.0453 -0.2624 6.9946
C: 8.1949 0.6511 8.1264
H: 13.7659 -2.9723 10.2176
H: 14.7155 -4.4670 10.2067
H: 13.1835 -4.4348 11.0136
H: 11.5172 -3.0407 9.2658
H: 11.1526 -4.5835 9.6482
H: 10.8974 -5.2812 7.3259
H: 11.7556 -3.7434 6.7284
H: 9.0170 -3.8497 7.9386
H: 10.1559 -1.8583 6.1953
H: 10.3460 -1.7212 7.9803
H: 8.0747 -1.8903 8.4731
H: 7.5844 -2.2329 6.8689
H: 7.4476 0.4845 8.9022
H: 8.0974 1.6689 7.7486
H: 9.1835 0.6600 8.5854
C: 14.1269 4.0387 -6.1004
O: 12.7989 3.5463 -5.9112
C: 11.8421 4.2794 -6.7464
C: 10.6969 3.3077 -7.1013
N: 9.9308 3.1649 -5.8593
C: 9.0347 1.9838 -5.9282
C: 8.2930 1.6823 -4.6781
O: 9.1755 1.5823 -3.6516
C: 9.6860 0.2834 -3.3943
H: 14.5794 3.6388 -7.0078
H: 14.7128 3.6670 -5.2597
H: 14.1728 5.1204 -5.9737
H: 12.3337 4.3956 -7.7123
H: 11.5513 5.2070 -6.2533
H: 11.0806 2.3815 -7.5291
H: 10.1001 3.7785 -7.8826
H: 10.5915 2.9854 -5.1168
H: 9.4683 1.0329 -6.2377
H: 8.2854 2.1924 -6.6919
H: 7.5272 0.9098 -4.7481
H: 7.6519 2.5518 -4.5329
H: 8.9906 -0.5332 -3.2002
H: 10.4602 0.3720 -2.6321
H: 10.1402 -0.0426 -4.3300
C: 4.3875 -0.3642 1.2191
O: 3.1464 -0.1217 0.5270
C: 2.5665 -1.2383 -0.1003
C: 1.1905 -0.9747 -0.7907
N: 0.1409 -1.0620 0.2280
C: -1.1781 -0.4963 -0.2357
C: -2.4015 -0.8423 0.6425
O: -3.6268 -0.2900 0.2295
C: -4.8256 -0.7600 0.8590
H: 5.2575 -0.3694 0.5625
H: 4.3570 -1.2221 1.8908
H: 4.6396 0.4425 1.9074
H: 2.4697 -2.0666 0.6016
H: 3.1928 -1.5189 -0.9471
H: 1.0000 -1.7154 -1.5673
H: 1.1750 -0.0257 -1.3266
H: 0.4218 -0.5208 1.0332
H: -1.5178 -0.8338 -1.2149
H: -1.1605 0.5733 -0.4446
H: -2.1984 -0.5354 1.6685
H: -2.5605 -1.9201 0.6781
H: -5.7065 -0.3743 0.3458
H: -4.7846 -0.4839 1.9127
H: -4.9420 -1.8330 0.7065
C: 9.8397 -5.8987 -0.4527
C: 8.8439 -5.6814 0.6606
C: 7.4309 -6.3684 0.5719
O: 6.7380 -5.7692 -0.5710
C: 5.8819 -6.6572 -1.3111
N: 9.5133 -5.9945 1.8985
H: 10.7846 -5.3798 -0.2914
H: 9.4144 -5.7196 -1.4402
H: 10.1382 -6.9453 -0.3935
H: 8.7470 -4.5963 0.6250
H: 6.8827 -6.0606 1.4623
H: 7.5079 -7.4545 0.6241
H: 6.4146 -7.2881 -2.0227
H: 5.1433 -6.0634 -1.8497
H: 5.4286 -7.3008 -0.5571
H: 10.4297 -5.5792 1.9869
H: 8.9672 -5.6815 2.6883
C: -7.1980 -4.0644 4.7247
C: -8.0671 -4.0760 5.9993
C: -9.1513 -3.0139 6.0396
O: -8.5726 -1.7301 5.7298
C: -9.4859 -0.6302 5.7132
N: -8.6680 -5.4278 6.1549
H: -7.8975 -4.0246 3.8897
H: -6.5603 -4.9414 4.6140
H: -6.5563 -3.1833 4.7220
H: -7.3914 -3.9095 6.8382
H: -9.5670 -2.9665 7.0461
H: -9.9103 -3.2971 5.3104
H: -10.0561 -0.7669 4.7944
H: -8.8775 0.2686 5.6124
H: -10.0714 -0.5412 6.6282
H: -9.1898 -5.3798 7.0183
H: -9.4308 -5.4331 5.4930
C: -5.3539 8.0564 -5.2957
C: -4.1047 8.2056 -4.4073
C: -3.2579 6.8978 -4.1455
O: -4.0539 5.9994 -3.3290
C: -3.5619 4.7052 -3.1651
N: -3.2575 9.1510 -5.1108
H: -6.1274 7.3851 -4.9227
H: -5.1166 7.6022 -6.2578
H: -5.9210 8.9826 -5.3894
H: -4.3396 8.5640 -3.4050
H: -2.3377 7.2446 -3.6752
H: -3.0686 6.3762 -5.0837
H: -3.5494 4.1290 -4.0903
H: -4.2192 4.2133 -2.4480
H: -2.5746 4.7265 -2.7037
H: -3.8539 9.9232 -5.3718
H: -2.9316 8.8158 -6.0061
C: -3.7125 6.9737 8.3170
C: -2.8380 5.8160 8.6681
C: -2.8049 4.6996 7.6196
O: -3.9564 3.9630 7.6192
C: -4.0282 2.9950 6.5878
N: -1.5384 6.4619 8.8694
H: -3.6813 7.7719 9.0586
H: -4.7749 6.7350 8.3657
H: -3.4993 7.4695 7.3700
H: -3.0576 5.3872 9.6458
H: -1.9667 4.0151 7.7497
H: -2.5750 5.1244 6.6425
H: -3.1777 2.3133 6.5917
H: -4.0358 3.5717 5.6629
H: -4.9625 2.4352 6.6302
H: -1.5504 7.2039 9.5545
H: -1.0717 6.8376 8.0562
C: -2.7961 -4.0651 -4.8569
C: -4.2483 -4.0823 -5.2106
C: -4.9224 -5.4015 -5.0786
O: -6.0557 -5.4649 -5.9463
C: -6.6821 -6.6874 -5.8280
N: -4.8914 -3.1397 -4.2879
H: -2.6624 -4.1660 -3.7799
H: -2.3521 -3.1027 -5.1112
H: -2.2614 -4.8682 -5.3642
H: -4.3040 -3.5760 -6.1743
H: -5.1830 -5.6513 -4.0501
H: -4.2286 -6.2002 -5.3408
H: -7.6150 -6.7299 -6.3901
H: -6.9445 -6.9791 -4.8111
H: -5.9526 -7.4061 -6.2013
H: -5.8308 -2.9520 -4.6079
H: -4.5728 -2.1961 -4.4558

Mulliken atomic charge list, values in e, 4 entries: atom 1 (C): -1.08, atom 2 (C): 0.38, atom 3 (C): -1.25, atom 4 (O): -0.55